DFT (ωB97M-V with the def2-TZVPD basis set) results for the molecule C5H6N2S at a distorted geometry.

The geometry in XYZ format:
```
14
C5H6N2S | the Open Molecules 2025 dataset | ωB97M-V with the def2-TZVPD basis set
C 0.75250 -1.54789 0.35530
C -0.49684 -1.91548 0.96975
C 0.54546 -0.25682 -0.02300
C 1.25396 0.84208 -0.78057
C -1.29142 1.55386 -0.24514
N -1.31505 -0.86982 1.00351
N -0.64990 0.11048 0.44241
S 0.26924 2.43844 -0.50962
H 1.62950 -1.96069 0.12438
H -0.77579 -2.91183 1.40199
H 2.19419 0.76741 -0.22400
H 1.24346 0.50380 -1.84832
H -1.59179 1.13502 -1.19140
H -1.76753 2.11144 0.52470
```

Properties
SMILES = c1cc2n(n1)CSC2
Gap between HOMO and LUMO = 9.86 eV

---

DFT (ωB97M-V with the def2-TZVPD basis set) results for a 2-piece molecular cluster, C6H11NO2P overall at a distorted geometry.

The geometry in XYZ format:
```
21
C6H11NO2P | the Open Molecules 2025 dataset | ωB97M-V with the def2-TZVPD basis set
C -1.98208 2.38106 -0.45593
C -2.03629 -1.41229 -0.84487
C 2.19007 0.99513 1.68229
C -1.99570 -0.16759 -0.01885
C 2.42826 -0.20247 0.66232
C -1.71190 1.06737 -0.91576
N -2.22850 3.36727 0.11012
O 1.31866 -0.92806 -1.94004
O 2.76729 1.16866 -1.63362
P 1.75893 0.19651 -1.03864
H -0.92815 -1.43973 -1.20320
H -2.67669 -1.29742 -1.63478
H -2.28038 -2.24828 -0.25502
H 2.79991 0.89688 2.50276
H 2.35892 1.87903 1.10695
H 1.26835 0.96964 2.09481
H -2.78115 0.04796 0.60140
H -1.10732 -0.23109 0.67770
H 2.05839 -1.16469 1.04752
H 3.53964 -0.48300 0.45012
H -1.50261 0.94796 -1.96473
```

Properties
Charge = -1
Gap between HOMO and LUMO (spin up / spin down) = 4.94 / 8.33 eV

---

DFT (ωB97M-V with the def2-TZVPD basis set) results for C14H11Br2Cl2NO6Pb as an isolated structure at a distorted geometry.

The geometry in XYZ format:
```
37
C14H11Br2Cl2NO6Pb | the Open Molecules 2025 dataset | ωB97M-V with the def2-TZVPD basis set
Pb -1.36537 0.17401 -2.16060
O 2.58880 -1.70519 -4.19061
C 1.83676 -0.80832 -3.49271
O 0.81263 -0.37797 -3.94445
C 2.46497 -0.49465 -2.17466
O 1.70502 0.43715 -1.43952
C 1.37882 0.10420 -0.07263
C 0.02231 -1.88467 -0.68406
O 0.68744 -2.75590 -0.20605
O -0.77732 -1.97541 -1.67556
H 2.07323 -1.87920 -4.99273
H 2.48669 -1.45574 -1.65348
H 3.48032 -0.17164 -2.38865
H 3.37378 -0.03883 0.59590
H 1.25506 1.06018 0.45283
Cl -4.43120 1.19283 1.64036
C -2.88291 0.46622 1.94347
C -2.47371 0.24714 3.23061
C -1.21550 -0.34491 3.42953
Cl -0.71238 -0.62394 5.09234
C -0.32693 -0.59246 2.36019
C 1.01296 -1.11122 2.67438
C 2.14977 -1.10520 2.02054
C 2.44860 -0.71994 0.62306
N 0.01723 -0.41107 -0.11116
C -0.78242 -0.25048 1.09205
C -2.11306 0.21824 0.82624
O -2.59242 0.43137 -0.35786
H -3.22274 0.36936 4.05283
H 1.06581 -1.53705 3.66983
H 3.00194 -1.42907 2.53857
H 2.68379 -1.64879 0.11356
Br -3.24279 3.36519 -3.12496
C -2.83547 3.81605 -1.26245
Br -1.09693 3.28351 -0.64701
H -3.56199 3.30117 -0.63010
H -2.91278 4.85501 -1.14702
```

Properties
Gap between HOMO and LUMO = 7.70 eV

---

Calculated energy relative to the best compared isomer or geometry (same formula, charge and spin) (kcal per mole), listed in the same order as above: 62.6 67.2 14.8
Calculated energy (hartree), listed in the same order as above: -701.7392 -781.8034 -7307.5971